No. 1
Entry from OMol25: C31H35AlClN2Si2 as an isolated structure at a distorted geometry (the ωB97M-V functional and the def2-TZVPD basis).

Calculated values
**LUMO energy**: -2.905 eV
**Highest occupied orbital energy**: -0.375 hartree
**Electronic energy**: -2593.3226 a.u.

ORCA input file:
```
! wB97M-V def2-TZVPD RIJCOSX def2/J DEFGRID3
* xyz 1 1
C -0.850 -0.596 0.843
C -1.386 -0.026 -0.404
C -1.514 -1.113 -1.329
H -1.884 0.942 -0.489
C -0.996 -2.278 -0.736
C -0.574 -1.989 0.578
H -0.271 -2.723 1.325
H -0.959 -0.136 1.829
H -2.059 -1.075 -2.272
H -1.041 -3.271 -1.184
Al 0.747 -0.011 -0.308
Si -0.058 0.087 -7.515
C 0.407 1.669 -8.376
C 1.715 1.877 -8.848
H 2.453 1.074 -8.785
C 2.078 3.123 -9.370
H 3.101 3.289 -9.708
C 1.136 4.152 -9.460
H 1.420 5.123 -9.871
C -0.176 3.936 -9.023
H -0.916 4.736 -9.095
C -0.543 2.697 -8.491
H -1.566 2.526 -8.145
C 0.678 -1.362 -8.433
C 0.223 -1.621 -9.738
H -0.537 -0.974 -10.187
C 0.736 -2.703 -10.463
H 0.379 -2.895 -11.476
C 1.702 -3.541 -9.893
H 2.088 -4.395 -10.453
C 2.160 -3.282 -8.597
H 2.912 -3.933 -8.148
C 1.657 -2.200 -7.870
H 2.028 -2.008 -6.858
H -1.533 -0.046 -7.534
Si 0.788 0.225 -5.305
C -0.042 -1.359 -4.703
C -1.412 -1.590 -4.912
H -2.052 -0.802 -5.320
C -1.962 -2.853 -4.672
H -3.022 -3.026 -4.876
C -1.163 -3.886 -4.182
H -1.591 -4.873 -4.002
C 0.187 -3.645 -3.908
H 0.818 -4.440 -3.500
C 0.743 -2.390 -4.166
H 1.797 -2.202 -3.949
C -0.119 1.723 -4.622
C -1.221 1.632 -3.760
H -1.517 0.662 -3.354
C -1.964 2.771 -3.437
H -2.820 2.684 -2.764
C -1.623 4.012 -3.981
H -2.219 4.897 -3.750
C -0.502 4.118 -4.813
H -0.227 5.082 -5.246
C 0.272 2.991 -5.094
H 1.160 3.087 -5.727
H 2.158 0.312 -4.793
Cl 1.978 0.007 -2.009
N 2.110 -0.470 1.063
C 2.711 0.788 1.700
C 2.341 2.012 0.894
N 0.921 1.847 0.342
H 1.793 -1.110 1.799
H 2.846 -1.005 0.585
H 2.330 0.861 2.725
H 3.797 0.668 1.747
H 2.374 2.916 1.515
H 3.021 2.147 0.045
H 0.240 2.088 1.071
H 0.746 2.522 -0.411
*
```

No. 2
Entry from OMol25: C31H35AsN4O10P2S2Ti as an isolated structure (the ωB97M-V functional and the def2-TZVPD basis).

Calculated values
**LUMO energy**: 4.202 eV
**Highest occupied orbital energy**: -0.088 hartree
**Electronic energy**: -6738.3566 a.u.

ORCA input file:
```
! wB97M-V def2-TZVPD RIJCOSX def2/J DEFGRID3
* xyz -2 1
Ti -0.263 -1.004 1.423
O -1.032 2.956 2.774
C -0.562 1.886 2.360
N -1.156 0.933 1.656
C -2.527 1.183 1.295
C -2.747 2.139 0.141
C -4.063 2.341 -0.284
C -4.309 3.116 -1.393
C -3.230 3.695 -2.050
C -1.970 3.470 -1.534
N -1.716 2.715 -0.464
C 0.887 1.563 2.628
C 1.689 2.398 3.389
C 3.029 2.088 3.517
C 3.525 0.968 2.863
C 2.648 0.167 2.153
N 1.353 0.454 2.059
H -2.987 0.237 0.992
H -3.090 1.564 2.156
H -4.869 1.838 0.237
H -5.319 3.247 -1.762
H -3.359 4.286 -2.947
H -1.105 3.922 -2.015
H 1.231 3.272 3.831
H 3.689 2.720 4.100
H 4.571 0.698 2.915
H 2.967 -0.743 1.664
C 2.880 -0.500 -1.994
P 1.736 0.838 -1.459
C 0.627 0.893 -2.929
C 2.771 2.321 -1.883
C 2.024 3.584 -1.435
P 2.224 3.824 0.386
C 3.597 5.067 0.340
C 0.822 4.954 0.741
H 3.185 -0.406 -3.041
H 2.394 -1.465 -1.839
H 3.771 -0.485 -1.362
H 1.148 1.266 -3.817
H -0.255 1.505 -2.736
H 0.280 -0.116 -3.144
H 2.987 2.336 -2.957
H 3.731 2.240 -1.359
H 0.955 3.469 -1.633
H 2.357 4.480 -1.971
H 3.342 5.945 -0.262
H 4.495 4.605 -0.074
H 3.829 5.392 1.356
H 0.736 5.762 0.008
H 0.954 5.383 1.737
H -0.094 4.362 0.763
O -0.130 -1.369 3.243
As 2.030 -3.451 1.542
O 2.383 -4.379 0.223
O 1.012 -2.021 0.797
C 0.549 -4.481 2.533
C 1.182 -5.191 3.555
C 0.500 -6.005 4.448
C -0.877 -6.115 4.354
C -1.543 -5.417 3.358
C -0.842 -4.621 2.457
S -1.853 -3.817 1.210
O -3.205 -4.281 1.420
O -1.786 -2.351 1.566
O -1.259 -4.093 -0.068
H -0.858 -1.893 3.590
H 2.261 -5.094 3.660
H 1.044 -6.541 5.219
H -1.433 -6.735 5.047
H -2.617 -5.483 3.255
O -4.684 -1.055 -3.251
S -3.334 -0.549 -3.292
O -3.089 0.546 -4.202
N -2.782 -0.200 -1.806
C -1.735 -0.942 -1.502
O -1.031 -0.846 -0.471
C -1.365 -1.965 -2.537
C -0.336 -2.890 -2.482
C -0.164 -3.711 -3.590
C -0.995 -3.602 -4.704
C -2.028 -2.670 -4.745
C -2.187 -1.864 -3.637
H 0.280 -2.980 -1.595
H 0.623 -4.455 -3.577
H -0.837 -4.260 -5.551
H -2.678 -2.582 -5.606
*
```

No. 3
Entry from OMol25: a 2-piece molecular cluster, C31H35BrN2O2 overall at a distorted geometry (the ωB97M-V functional and the def2-TZVPD basis).

Calculated values
**LUMO energy**: -2.389 eV
**Highest occupied orbital energy**: -0.168 hartree
**Electronic energy**: -4036.1886 a.u.

ORCA input file:
```
! wB97M-V def2-TZVPD RIJCOSX def2/J DEFGRID3
* xyz 0 1
C 6.264 0.429 -2.967
C 5.746 0.199 -1.574
O 4.474 0.844 -1.416
C 3.976 0.537 -0.177
C 2.812 1.300 0.207
C 2.235 1.181 1.477
C 2.658 0.211 2.453
C 2.086 0.155 3.716
C 1.066 1.063 4.062
Br 0.290 0.984 5.789
C 0.627 2.031 3.135
C 1.184 2.081 1.865
O 4.556 -0.322 0.505
H 7.304 0.100 -3.002
H 5.717 -0.175 -3.697
H 6.236 1.481 -3.267
H 5.643 -0.878 -1.394
H 6.445 0.620 -0.838
H 2.402 1.989 -0.522
H 3.460 -0.474 2.193
H 2.429 -0.583 4.436
H -0.148 2.735 3.418
H 0.854 2.813 1.126
C 2.542 11.499 2.237
N 2.500 10.110 2.651
C 1.842 9.900 3.928
C 1.962 8.465 4.415
C 1.568 7.492 3.307
C 2.309 7.772 2.040
C 2.820 9.086 1.804
C 3.655 9.291 0.674
C 3.873 8.273 -0.226
C 3.209 7.006 -0.112
C 3.284 5.982 -1.088
C 3.681 6.146 -2.439
C 4.018 4.996 -3.209
C 4.474 5.086 -4.509
C 4.656 6.369 -5.119
N 5.259 6.476 -6.337
C 5.469 7.767 -6.962
C 5.570 5.318 -7.161
C 5.893 4.093 -6.320
C 4.809 3.848 -5.277
C 4.220 7.518 -4.408
C 3.731 7.405 -3.125
C 2.481 6.783 1.093
H 2.920 11.596 1.218
H 1.535 11.944 2.271
H 3.184 12.088 2.907
H 2.282 10.593 4.661
H 0.777 10.178 3.828
H 2.996 8.267 4.722
H 1.320 8.325 5.287
H 1.775 6.464 3.625
H 0.482 7.556 3.131
H 4.140 10.258 0.532
H 4.567 8.443 -1.043
H 3.002 4.974 -0.773
H 3.929 4.013 -2.740
H 5.834 8.491 -6.225
H 6.226 7.657 -7.746
H 4.556 8.182 -7.419
H 4.721 5.085 -7.833
H 6.425 5.589 -7.795
H 5.995 3.222 -6.972
H 6.854 4.249 -5.813
H 5.134 3.068 -4.576
H 3.905 3.463 -5.777
H 4.283 8.499 -4.880
H 3.373 8.301 -2.628
H 2.048 5.795 1.266
*
```

No. 4
Entry from OMol25: C31H35ClHfN4O2S2 as an isolated structure at a distorted geometry (the ωB97M-V functional and the def2-TZVPD basis).

Calculated values
**LUMO energy**: -6.132 eV
**Highest occupied orbital energy**: -0.491 hartree
**Electronic energy**: -2876.0458 a.u.

ORCA input file:
```
! wB97M-V def2-TZVPD RIJCOSX def2/J DEFGRID3
* xyz 2 1
Hf 0.643 0.656 0.126
Cl -4.401 5.684 -1.512
C -3.135 4.519 -1.449
C -2.996 3.590 -2.489
C -1.989 2.655 -2.453
C -1.097 2.584 -1.376
O -0.142 1.667 -1.376
C -1.241 3.521 -0.321
C -0.395 3.531 0.826
N 0.490 2.621 1.115
C 1.247 2.666 2.311
C 0.981 3.468 3.397
C 1.783 3.431 4.547
C 2.867 2.605 4.612
C 3.173 1.758 3.526
C 4.290 0.896 3.532
C 4.526 0.088 2.453
C 3.622 0.103 1.389
N 2.560 0.895 1.340
C 2.341 1.759 2.383
C -2.263 4.492 -0.393
H -3.686 3.624 -3.322
H -1.868 1.941 -3.259
H -0.535 4.382 1.490
H 0.136 4.143 3.389
H 1.532 4.071 5.382
H 3.499 2.584 5.491
H 4.947 0.889 4.392
H 5.380 -0.572 2.419
H 3.769 -0.560 0.546
H -2.370 5.217 0.404
C 3.220 -2.807 -3.021
N 2.467 -1.762 -3.678
C 1.972 -1.933 -5.046
C 1.286 -0.588 -5.339
N 1.306 0.058 -4.024
C 2.087 -0.600 -3.159
S 2.598 0.018 -1.663
H 2.662 -3.745 -3.055
H 3.391 -2.522 -1.987
H 4.180 -2.960 -3.515
H 1.284 -2.781 -5.089
H 2.799 -2.134 -5.726
H 0.267 -0.705 -5.703
H 1.845 0.001 -6.066
H 1.092 1.033 -3.901
C -1.123 -2.563 -2.863
S -1.489 -1.524 -1.430
O -0.095 -1.025 -1.021
C -1.844 -2.853 -0.281
C -3.159 -3.095 0.085
C -3.428 -4.125 0.975
C -2.389 -4.888 1.489
C -1.075 -4.632 1.115
C -0.796 -3.610 0.224
H -0.200 -3.103 -2.657
H -1.016 -1.919 -3.735
H -1.952 -3.253 -3.004
H -3.963 -2.487 -0.314
H -4.449 -4.324 1.270
H -2.603 -5.687 2.187
H -0.267 -5.227 1.519
H 0.223 -3.382 -0.063
C -2.261 -0.305 3.540
C -1.622 0.408 2.348
C -2.650 0.522 1.217
C -0.334 -0.307 1.867
H -3.196 0.180 3.826
H -1.596 -0.297 4.404
H -2.481 -1.346 3.289
H -1.363 1.421 2.679
H -3.027 -0.470 0.959
H -2.221 0.978 0.317
H -3.504 1.130 1.518
H -0.601 -1.351 1.673
H 0.356 -0.344 2.723
*
```

No. 5
Entry from OMol25: C31H35ClLuN5O5 as an isolated structure at a distorted geometry (the ωB97M-V functional and the def2-TZVPD basis).

Calculated values
**LUMO energy**: 0.317 eV
**Highest occupied orbital energy**: -0.300 hartree
**Electronic energy**: -3548.2101 a.u.

ORCA input file:
```
! wB97M-V def2-TZVPD RIJCOSX def2/J DEFGRID3
* xyz 0 1
Lu -0.545 -0.738 0.112
C 2.771 -3.397 -0.588
C 1.859 -3.099 0.562
C 0.500 -3.418 0.510
C -0.337 -3.138 1.598
C 0.179 -2.511 2.729
C 1.534 -2.205 2.785
C 2.361 -2.497 1.716
H 3.615 -4.000 -0.257
H 3.155 -2.459 -0.985
H 2.243 -3.923 -1.379
H 0.108 -3.985 -0.331
H -1.366 -3.491 1.594
H -0.457 -2.308 3.580
H 1.942 -1.734 3.667
H 3.415 -2.273 1.779
N -1.286 1.167 -0.716
C -1.144 2.230 -0.218
N -1.118 3.422 0.125
C -0.379 4.122 0.912
N 0.264 4.803 1.585
C 5.246 2.883 3.607
C 3.942 2.619 4.293
C 3.732 2.985 5.611
C 2.498 2.773 6.206
Cl 2.272 3.197 7.869
C 1.450 2.232 5.486
C 1.649 1.860 4.166
C 2.891 2.032 3.574
O 3.195 1.637 2.292
C 2.226 1.787 1.283
C 1.316 0.572 1.066
O 1.567 -0.212 0.115
O 0.307 0.394 1.781
H 5.978 3.290 4.298
H 5.088 3.600 2.802
H 5.636 1.971 3.160
H 4.526 3.452 6.173
H 0.484 2.102 5.946
H 0.836 1.432 3.600
H 2.798 1.941 0.363
H 1.595 2.662 1.473
O -2.301 -1.975 -0.503
C -2.915 -1.315 0.387
O -2.270 -0.792 1.334
C -4.392 -1.149 0.345
C -4.953 -0.097 1.065
C -6.323 0.090 1.064
C -7.137 -0.777 0.353
C -6.582 -1.819 -0.373
C -5.210 -2.004 -0.387
H -4.296 0.561 1.612
H -6.752 0.917 1.608
H -8.209 -0.638 0.367
H -7.222 -2.479 -0.940
H -4.761 -2.809 -0.949
C -0.088 1.585 -5.844
C 0.784 0.364 -5.535
N 0.218 -0.524 -4.535
C -0.728 -1.523 -5.008
C -2.184 -1.116 -4.780
C 0.422 -0.336 -3.210
C 1.314 0.802 -2.804
N -0.052 -1.096 -2.279
H 0.495 2.318 -6.396
H -0.446 2.050 -4.929
H -0.949 1.309 -6.447
H 1.769 0.692 -5.200
H 0.931 -0.213 -6.452
H -0.520 -2.483 -4.522
H -0.551 -1.660 -6.077
H -2.393 -0.975 -3.721
H -2.846 -1.886 -5.167
H -2.395 -0.183 -5.296
H 2.350 0.580 -3.056
H 1.249 0.929 -1.727
H 1.024 1.730 -3.285
H -0.627 -1.854 -2.648
*
```

No. 6
Entry from OMol25: C31H35ClN2PtSi2 as an isolated structure at a distorted geometry (the ωB97M-V functional and the def2-TZVPD basis).

Calculated values
**LUMO energy (spin up / spin down)**: -0.013 / -0.336 eV
**Highest occupied orbital energy (spin up / spin down)**: -0.212 / -0.263 hartree
**Electronic energy**: -2470.2057 a.u.
**Expectation value of S²**: 2.01

ORCA input file:
```
! wB97M-V def2-TZVPD RIJCOSX def2/J DEFGRID3
* xyz 0 3
C -1.058 -0.766 5.914
C -1.607 -0.046 4.822
C -1.646 -0.969 3.677
H -2.160 0.884 4.870
C -0.911 -2.165 4.087
C -0.655 -2.054 5.464
H -0.339 -2.875 6.107
H -1.102 -0.455 6.958
H -2.355 -0.888 2.848
H -0.678 -3.019 3.444
Pt 0.152 0.137 3.225
Si 1.440 0.051 -2.785
C 1.233 1.566 -3.842
C 2.173 2.082 -4.759
H 3.175 1.644 -4.832
C 1.820 3.147 -5.601
H 2.514 3.491 -6.374
C 0.575 3.782 -5.475
H 0.306 4.627 -6.118
C -0.328 3.305 -4.525
H -1.287 3.800 -4.387
C -0.027 2.173 -3.763
H -0.782 1.756 -3.101
C 1.531 -1.353 -3.974
C 0.661 -1.282 -5.080
H 0.207 -0.328 -5.369
C 0.350 -2.440 -5.794
H -0.418 -2.400 -6.567
C 1.016 -3.635 -5.512
H 0.758 -4.544 -6.069
C 2.021 -3.655 -4.539
H 2.576 -4.577 -4.363
C 2.306 -2.509 -3.782
H 3.114 -2.503 -3.043
H 0.217 -0.272 -1.998
Si 0.170 0.171 0.981
C -0.501 -1.471 0.296
C -1.657 -1.560 -0.494
H -2.076 -0.657 -0.937
C -2.279 -2.801 -0.716
H -3.198 -2.842 -1.299
C -1.725 -3.964 -0.168
H -2.213 -4.926 -0.336
C -0.543 -3.887 0.582
H -0.114 -4.790 1.005
C 0.074 -2.644 0.796
H 0.997 -2.604 1.377
C -0.953 1.554 0.342
C -2.266 1.645 0.825
H -2.642 0.899 1.535
C -3.116 2.683 0.403
H -4.130 2.745 0.802
C -2.678 3.627 -0.536
H -3.347 4.414 -0.905
C -1.374 3.518 -1.038
H -1.032 4.201 -1.818
C -0.508 2.532 -0.553
H 0.525 2.499 -0.903
H 2.641 0.120 -1.921
Cl 2.194 0.632 0.651
N 1.783 -0.403 4.474
C 1.840 0.325 5.793
C 1.292 1.720 5.655
N 0.400 1.854 4.438
H 1.803 -1.413 4.610
H 2.672 -0.237 3.986
H 1.265 -0.241 6.530
H 2.891 0.361 6.103
H 0.686 1.973 6.527
H 2.109 2.453 5.568
H -0.518 2.193 4.730
H 0.737 2.612 3.847
*
```

Q: electronic energy of number 2 (C31H35AsN4O10P2S2Ti)?
A: -6738.3566 a.u.